1.
A 3-piece molecular cluster, C18H41NO11P2 overall at a distorted geometry. Source: OMol25; level of theory: ωB97M-V with the def2-TZVPD basis set.

As for the electronic energy: -61913.711 eV. Its energy relative to the best compared isomer or geometry (same formula, charge and spin) is 220.8 kcal/mol.

Positions of all 73 atoms, in Å:
N  -4.145  -3.392  -4.423
C  -5.277  -2.773  -3.576
C  -4.605  -1.527  -2.750
C  -4.939  -0.035  -3.352
C  -4.099  1.057  -2.426
C  -2.438  1.055  -2.541
O  -1.863  0.980  -1.157
C  -3.006  0.362  -0.422
O  -3.029  -0.606  0.498
O  -4.267  0.985  -0.942
H  -4.551  -4.333  -4.704
H  -3.360  -3.602  -3.739
H  -6.178  -2.472  -4.268
H  -5.593  -3.607  -2.790
H  -3.423  -1.647  -2.674
H  -5.003  -1.521  -1.624
H  -4.667  0.032  -4.501
H  -6.098  0.220  -3.281
H  -4.422  2.184  -2.622
H  -2.271  0.122  -3.241
H  -1.939  2.039  -2.935
C  0.707  2.034  0.918
C  0.630  2.212  -0.586
O  1.146  3.473  -0.973
P  2.791  3.667  -0.988
O  2.991  2.954  -2.348
O  2.793  5.205  -1.635
C  3.569  5.486  -2.793
C  2.706  5.425  -4.041
O  2.567  4.464  0.531
C  3.754  4.662  1.286
C  4.643  5.733  0.679
H  1.748  1.967  1.249
H  0.191  1.120  1.225
H  0.258  2.889  1.436
H  1.163  1.411  -1.103
H  -0.416  2.178  -0.905
H  4.426  4.808  -2.862
H  3.975  6.497  -2.683
H  2.123  4.500  -4.096
H  3.321  5.505  -4.942
H  1.981  6.248  -4.040
H  4.291  3.715  1.377
H  3.449  4.974  2.289
H  5.093  5.379  -0.254
H  5.456  5.996  1.362
H  4.070  6.636  0.444
C  0.500  -6.906  3.663
C  1.770  -6.080  3.724
O  1.645  -4.900  2.951
P  0.749  -3.654  3.577
O  1.873  -3.148  4.515
O  1.077  -2.558  2.363
C  1.588  -1.272  2.688
C  3.099  -1.244  2.534
O  -0.506  -4.219  2.530
C  -1.798  -3.696  2.803
C  -1.914  -2.233  2.410
H  -0.325  -6.390  4.165
H  0.645  -7.874  4.150
H  0.192  -7.071  2.625
H  2.025  -5.831  4.757
H  2.601  -6.656  3.305
H  1.280  -0.972  3.695
H  1.140  -0.552  1.994
H  3.583  -2.073  3.060
H  3.509  -0.303  2.912
H  3.373  -1.345  1.478
H  -2.031  -3.835  3.861
H  -2.513  -4.283  2.220
H  -1.329  -1.603  3.087
H  -2.955  -1.899  2.460
H  -1.535  -2.065  1.397

2.
C18H41OP3STm as an isolated structure at a distorted geometry. Source: OMol25; level of theory: ωB97M-V with the def2-TZVPD basis set.

The net charge is +3. As for the electronic energy: -89582.859 eV. As for the spin multiplicity: 3. Its energy relative to the best compared isomer or geometry (same formula, charge and spin) is 23.7 kcal/mol.

Positions of all 65 atoms, in Å:
Tm  0.286  -0.784  -0.883
P  1.547  -2.493  1.569
P  1.917  1.271  0.353
P  -1.307  -3.061  -1.295
H  2.248  3.361  -3.800
C  1.446  2.758  -4.219
C  0.151  3.073  -4.062
H  -0.163  3.983  -3.546
C  3.166  -3.171  1.178
C  1.679  -1.457  3.001
C  0.404  -3.806  1.894
C  1.899  2.795  -0.664
C  1.177  1.941  1.901
C  3.676  1.166  0.845
C  -2.316  -2.767  -2.790
C  -2.596  -3.696  -0.162
C  -0.423  -4.573  -1.787
H  1.744  1.907  -4.840
H  -0.646  2.433  -4.453
H  3.444  -3.766  2.063
H  3.875  -2.349  0.999
H  3.115  -3.787  0.266
H  1.969  -2.189  3.755
H  0.711  -1.016  3.240
H  2.443  -0.684  2.891
H  0.912  -4.303  2.740
H  0.289  -4.505  1.052
H  -0.571  -3.416  2.217
H  2.889  3.269  -0.641
H  1.158  3.496  -0.263
H  1.639  2.564  -1.704
H  1.894  2.626  2.381
H  0.940  1.131  2.605
H  0.256  2.501  1.675
H  4.014  2.082  1.356
H  4.276  1.024  -0.063
H  3.844  0.306  1.508
H  -2.499  -3.716  -3.306
H  -1.793  -2.080  -3.464
H  -3.263  -2.323  -2.471
H  -2.856  -4.727  -0.440
H  -3.483  -3.058  -0.266
H  -2.253  -3.674  0.879
H  -1.002  -5.082  -2.563
H  -0.302  -5.228  -0.920
H  0.558  -4.307  -2.195
C  1.069  -1.145  -4.566
C  1.930  -2.265  -4.386
C  2.481  -2.918  -5.495
C  2.232  -2.436  -6.781
C  1.491  -1.251  -6.976
C  0.942  -0.610  -5.865
S  0.180  -0.314  -3.365
H  1.539  -1.527  0.471
H  2.158  -2.605  -3.373
H  3.124  -3.814  -5.347
H  2.647  -2.941  -7.662
H  1.343  -0.830  -7.967
H  0.406  0.346  -5.959
C  -2.195  1.361  -1.117
O  -1.140  0.714  -0.324
H  -1.945  1.232  -2.189
H  -2.217  2.427  -0.843
H  -3.135  0.845  -0.866
H  -1.029  1.093  0.574

3.
C18H42AsN3NaS4Sb as an isolated structure at a distorted geometry. Source: OMol25; level of theory: ωB97M-V with the def2-TZVPD basis set.

The net charge is -2. As for the electronic energy: -138953.894 eV. Its energy relative to the best compared isomer or geometry (same formula, charge and spin) is 2.8 kcal/mol.

Positions of all 70 atoms, in Å:
Na  -12.090  -6.634  -4.199
C  -10.502  -3.860  -4.984
C  -10.147  -5.027  -5.972
N  -9.709  -6.276  -5.340
C  -8.578  -6.231  -4.446
C  -8.876  -6.899  -3.075
N  -10.142  -6.586  -2.458
C  -10.329  -5.436  -1.616
C  -10.283  -4.149  -2.486
N  -11.037  -4.245  -3.713
H  -9.624  -3.236  -4.821
H  -11.254  -3.234  -5.513
H  -11.039  -5.278  -6.544
H  -9.385  -4.631  -6.657
H  -9.609  -6.985  -6.041
H  -7.660  -6.719  -4.824
H  -8.264  -5.205  -4.279
H  -8.834  -7.990  -3.226
H  -8.034  -6.656  -2.416
H  -10.670  -7.406  -2.229
H  -11.329  -5.521  -1.184
H  -9.602  -5.391  -0.772
H  -10.657  -3.349  -1.834
H  -9.231  -3.926  -2.716
H  -12.018  -4.084  -3.589
S  -16.792  -7.935  -3.875
As  -14.792  -7.191  -3.890
S  -14.369  -6.183  -5.819
S  -13.330  -8.915  -3.581
S  -14.203  -5.688  -2.353
C  -13.400  -8.316  -10.734
C  -13.685  -7.869  -9.299
C  -13.453  -6.347  -9.268
C  -15.180  -8.096  -9.056
Sb  -12.413  -8.756  -7.661
C  -13.290  -10.774  -7.353
C  -12.498  -11.393  -6.191
C  -14.741  -10.649  -6.855
C  -13.283  -11.718  -8.545
C  -10.525  -9.354  -8.872
C  -9.784  -8.033  -9.110
C  -9.649  -10.223  -7.955
C  -10.616  -10.069  -10.230
H  -14.141  -7.854  -11.416
H  -13.487  -9.398  -10.874
H  -12.415  -7.984  -11.058
H  -13.973  -5.937  -10.138
H  -12.383  -6.133  -9.376
H  -13.826  -5.867  -8.364
H  -15.782  -7.437  -9.674
H  -15.461  -7.930  -8.000
H  -15.473  -9.112  -9.347
H  -12.602  -10.786  -5.287
H  -11.432  -11.504  -6.403
H  -12.886  -12.404  -5.949
H  -14.891  -9.940  -6.026
H  -15.035  -11.652  -6.464
H  -15.442  -10.418  -7.665
H  -12.301  -12.064  -8.831
H  -13.690  -11.227  -9.433
H  -13.913  -12.622  -8.337
H  -9.660  -7.441  -8.176
H  -10.264  -7.360  -9.820
H  -8.776  -8.235  -9.490
H  -9.654  -9.834  -6.927
H  -8.617  -10.383  -8.309
H  -10.096  -11.209  -7.863
H  -11.028  -9.434  -11.015
H  -11.113  -11.043  -10.194
H  -9.589  -10.270  -10.543

4.
A 6-piece molecular cluster, C18H42N6O6 overall at a distorted geometry. Source: OMol25; level of theory: ωB97M-V with the def2-TZVPD basis set.

As for the electronic energy: -40575.674 eV. Its energy relative to the best compared isomer or geometry (same formula, charge and spin) is 0.0 kcal/mol.

Positions of all 72 atoms, in Å:
C  7.270  1.301  -4.192
N  5.881  0.949  -4.434
C  4.963  0.840  -3.434
C  3.586  0.394  -3.868
O  5.251  1.054  -2.273
H  7.899  0.455  -4.482
H  7.392  1.469  -3.129
H  7.543  2.160  -4.800
H  5.614  0.826  -5.393
H  3.644  -0.120  -4.827
H  2.942  1.271  -3.951
H  3.143  -0.240  -3.106
C  -3.703  -6.495  -0.743
N  -3.919  -5.112  -0.364
C  -2.914  -4.198  -0.360
C  -3.298  -2.783  -0.037
O  -1.757  -4.505  -0.607
H  -3.623  -7.144  0.133
H  -2.780  -6.595  -1.306
H  -4.540  -6.835  -1.352
H  -4.868  -4.797  -0.271
H  -2.439  -2.260  0.364
H  -4.135  -2.714  0.661
H  -3.622  -2.281  -0.952
C  -0.581  -0.401  0.648
N  0.096  0.840  0.479
C  0.972  1.091  -0.523
C  1.663  2.443  -0.439
O  1.218  0.298  -1.422
H  -1.663  -0.277  0.676
H  -0.227  -1.005  1.491
H  -0.394  -1.092  -0.182
H  -0.147  1.585  1.116
H  1.991  2.597  0.591
H  0.964  3.233  -0.718
H  2.547  2.428  -1.068
C  -1.866  2.536  -1.757
N  -1.059  2.583  -2.960
C  -0.286  3.649  -3.276
C  0.535  3.511  -4.533
O  -0.215  4.637  -2.571
H  -2.884  2.892  -1.912
H  -1.398  3.185  -1.019
H  -1.811  1.520  -1.370
H  -1.121  1.823  -3.612
H  0.370  2.559  -5.036
H  1.589  3.607  -4.270
H  0.334  4.330  -5.222
C  1.576  4.579  2.464
N  1.137  4.004  3.721
C  0.261  2.989  3.845
C  -0.023  2.560  5.279
O  -0.262  2.413  2.885
H  0.815  4.433  1.705
H  2.516  4.129  2.142
H  1.760  5.639  2.626
H  1.476  4.410  4.574
H  -1.003  2.109  5.371
H  -0.009  3.433  5.941
H  0.764  1.866  5.569
C  -4.486  -4.055  3.726
N  -3.055  -4.263  3.818
C  -2.156  -3.253  3.673
C  -0.717  -3.688  3.445
O  -2.442  -2.068  3.716
H  -4.887  -4.558  2.844
H  -4.670  -2.989  3.612
H  -4.989  -4.395  4.630
H  -2.734  -5.213  3.829
H  -0.498  -4.714  3.745
H  -0.063  -3.063  4.054
H  -0.467  -3.516  2.399

Repeat the first record exactly.
A 3-piece molecular cluster, C18H41NO11P2 overall at a distorted geometry. Source: OMol25; level of theory: ωB97M-V with the def2-TZVPD basis set.

As for the electronic energy: -61913.711 eV. Its energy relative to the best compared isomer or geometry (same formula, charge and spin) is 220.8 kcal/mol.

Positions of all 73 atoms, in Å:
N  -4.145  -3.392  -4.423
C  -5.277  -2.773  -3.576
C  -4.605  -1.527  -2.750
C  -4.939  -0.035  -3.352
C  -4.099  1.057  -2.426
C  -2.438  1.055  -2.541
O  -1.863  0.980  -1.157
C  -3.006  0.362  -0.422
O  -3.029  -0.606  0.498
O  -4.267  0.985  -0.942
H  -4.551  -4.333  -4.704
H  -3.360  -3.602  -3.739
H  -6.178  -2.472  -4.268
H  -5.593  -3.607  -2.790
H  -3.423  -1.647  -2.674
H  -5.003  -1.521  -1.624
H  -4.667  0.032  -4.501
H  -6.098  0.220  -3.281
H  -4.422  2.184  -2.622
H  -2.271  0.122  -3.241
H  -1.939  2.039  -2.935
C  0.707  2.034  0.918
C  0.630  2.212  -0.586
O  1.146  3.473  -0.973
P  2.791  3.667  -0.988
O  2.991  2.954  -2.348
O  2.793  5.205  -1.635
C  3.569  5.486  -2.793
C  2.706  5.425  -4.041
O  2.567  4.464  0.531
C  3.754  4.662  1.286
C  4.643  5.733  0.679
H  1.748  1.967  1.249
H  0.191  1.120  1.225
H  0.258  2.889  1.436
H  1.163  1.411  -1.103
H  -0.416  2.178  -0.905
H  4.426  4.808  -2.862
H  3.975  6.497  -2.683
H  2.123  4.500  -4.096
H  3.321  5.505  -4.942
H  1.981  6.248  -4.040
H  4.291  3.715  1.377
H  3.449  4.974  2.289
H  5.093  5.379  -0.254
H  5.456  5.996  1.362
H  4.070  6.636  0.444
C  0.500  -6.906  3.663
C  1.770  -6.080  3.724
O  1.645  -4.900  2.951
P  0.749  -3.654  3.577
O  1.873  -3.148  4.515
O  1.077  -2.558  2.363
C  1.588  -1.272  2.688
C  3.099  -1.244  2.534
O  -0.506  -4.219  2.530
C  -1.798  -3.696  2.803
C  -1.914  -2.233  2.410
H  -0.325  -6.390  4.165
H  0.645  -7.874  4.150
H  0.192  -7.071  2.625
H  2.025  -5.831  4.757
H  2.601  -6.656  3.305
H  1.280  -0.972  3.695
H  1.140  -0.552  1.994
H  3.583  -2.073  3.060
H  3.509  -0.303  2.912
H  3.373  -1.345  1.478
H  -2.031  -3.835  3.861
H  -2.513  -4.283  2.220
H  -1.329  -1.603  3.087
H  -2.955  -1.899  2.460
H  -1.535  -2.065  1.397